# C28H20Cl5PRuS

A structure of composition C28H20Cl5PRuS in a non-equilibrium geometry (wB97M-V/def2-TZVPD, the OMol25 dataset).

Output
HOMO energy (spin up / spin down)   -11.5 / -11.5 eV
<S²>   0.784
LUMO energy (spin up / spin down)   -5.14 / -5.01 eV

Structure (ORCA input):
```
! wB97M-V def2-TZVPD RIJCOSX def2/J DEFGRID3
* xyz 1 2
Ru -1.7997 -1.0331 -0.0894
C 3.5421 0.8881 -0.8349
C 3.2489 -0.5661 -1.1211
C 4.2805 -1.3336 -1.6578
C 4.1376 -2.6864 -1.9192
C 2.9352 -3.3155 -1.6458
C 1.8909 -2.5703 -1.1272
C 2.0215 -1.2076 -0.8667
P 0.5944 -0.3553 -0.1189
C 0.5848 1.2904 -0.8831
C 0.4783 1.2199 -2.2743
C 0.4231 2.3718 -3.0399
C 0.4909 3.6048 -2.4096
C 0.5792 3.6748 -1.0275
C 0.6092 2.5305 -0.2336
C 0.6584 2.6719 1.2657
C 0.9494 -0.4689 1.6598
C 2.2278 -0.5717 2.1901
C 2.4051 -0.8920 3.5310
C 1.3025 -1.1796 4.3206
C 0.0272 -1.1292 3.7712
C -0.1594 -0.7347 2.4526
C -1.5284 -0.5572 1.9118
H 4.6102 1.0218 -0.6693
H 3.0186 1.2580 0.0450
H 3.2538 1.5213 -1.6766
H 5.2272 -0.8503 -1.8675
H 4.9670 -3.2462 -2.3312
H 2.8089 -4.3723 -1.8399
H 0.9523 -3.0580 -0.9268
H 0.4402 0.2502 -2.7611
H 0.3310 2.3077 -4.1157
H 0.4564 4.5154 -2.9930
H 0.6317 4.6439 -0.5465
H 0.6998 3.7226 1.5464
H 1.5276 2.1736 1.6954
H -0.2297 2.2392 1.7327
H 3.0953 -0.4118 1.5636
H 3.4028 -0.9374 3.9469
H 1.4328 -1.4488 5.3602
H -0.8378 -1.3650 4.3797
H -1.7279 0.4540 1.5064
H -2.3190 -0.8928 2.5775
Cl -4.8471 -3.2350 -0.2703
C -4.9628 -1.5084 -0.3535
C -3.8064 -0.7492 -0.4996
C -3.9938 0.6181 -0.6354
Cl -2.5071 1.5552 -0.8411
C -5.2197 1.2567 -0.6016
Cl -5.3347 2.9560 -0.7838
C -6.3526 0.4684 -0.3989
Cl -7.8920 1.2045 -0.3099
C -6.2226 -0.9188 -0.2687
Cl -7.6162 -1.8747 0.0190
S -1.5350 -4.2220 -0.7813
C -1.3506 -2.7273 -0.7549
*
```

These are the Mulliken partial charges, in e, on atoms 1 to 2: Ru -0.309; C -1.703

# C10H17FFeNO6P

A structure of composition C10H17FFeNO6P in a non-equilibrium geometry (wB97M-V/def2-TZVPD, the OMol25 dataset).

Output
HOMO energy (spin up / spin down)   -17.9 / -17.9 eV
<S²>   6.012
LUMO energy (spin up / spin down)   -8.50 / -10.56 eV

Structure (ORCA input):
```
! wB97M-V def2-TZVPD RIJCOSX def2/J DEFGRID3
* xyz 2 5
C 2.0004 -2.1335 0.1879
C 1.8629 -1.2374 1.1976
O 1.0029 -1.4937 2.1897
P -0.1640 -0.3587 2.4835
O 0.3229 0.6283 3.4176
O -0.4518 0.3030 1.0295
C -1.4795 -0.2321 0.1130
C -1.6590 0.8315 -0.9591
N -0.3420 1.3060 -1.4272
C -0.1659 2.7895 -1.5447
C 0.6258 3.3880 -0.3619
C 0.1101 0.6056 -2.5725
C 1.5677 0.8933 -2.9603
O -0.5116 -0.2450 -3.1474
O -1.4520 -1.1535 2.8516
C -1.4029 -2.5971 3.1119
C -1.3626 -3.3199 1.7973
O -0.5273 -4.0604 1.4399
F -2.3700 -2.9700 1.0007
H 1.1812 -2.8304 0.0446
H 2.9342 -2.2235 -0.3618
H 2.4443 -0.3057 1.2662
H -1.1146 -1.1625 -0.3359
H -2.4093 -0.4163 0.6353
H -2.1735 1.6634 -0.4857
H -2.2943 0.4642 -1.7596
H 0.3509 3.0453 -2.4597
H -1.1505 3.2434 -1.5416
H 1.5016 3.9190 -0.7237
H 0.9824 2.6085 0.3116
H 0.0217 4.0839 0.2086
H 1.9585 -0.0100 -3.4281
H 2.2099 1.2170 -2.1182
H 1.6051 1.6775 -3.7139
H -2.3255 -2.8322 3.6349
H -0.5624 -2.8727 3.7362
Fe 1.2364 -0.2128 -0.7562
*
```

These are the Mulliken partial charges, in e, on atoms 1 to 2: C -0.812; C -0.194

# C9H16ClN2O

The ion C9H16ClN2O with charge +1 in a non-equilibrium geometry (wB97M-V/def2-TZVPD, the OMol25 dataset).

Output
HOMO energy (spin up / spin down)   -8.7 / -13.5 eV
<S²>   2.022
LUMO energy (spin up / spin down)   -3.56 / -7.09 eV

Structure (ORCA input):
```
! wB97M-V def2-TZVPD RIJCOSX def2/J DEFGRID3
* xyz 1 3
C -0.0528 -2.9432 -0.3195
C -0.5332 -0.6602 -1.0709
C -2.5273 0.5068 -0.3471
C 0.5558 -3.4061 0.9673
C 2.1879 2.0567 1.3370
C 0.8716 -0.2088 -1.5555
C -2.9328 1.7681 -0.0405
C 1.1531 1.5235 0.3394
C 1.7253 0.3139 -0.3997
N -0.5187 -1.7886 -0.5205
N -1.5086 0.2177 -1.2021
O -4.0261 1.9430 0.6699
Cl -3.2096 -0.8400 0.5071
H 0.3340 -2.7008 1.7748
H 1.5837 -3.7690 0.8876
H -0.0372 -4.3088 1.1293
H 1.7392 2.8386 1.9433
H 2.9422 2.4483 0.7267
H 2.3744 1.3048 2.1747
H 0.6701 0.5882 -2.4190
H 1.4636 -1.0195 -2.1475
H -0.0109 -3.6040 -1.1198
H -2.2841 2.5478 -0.2903
H 0.1205 1.3088 0.6349
H 0.8523 2.2958 -0.3578
H 1.7943 -0.4962 0.3363
H 2.7355 0.4291 -0.8887
H -1.4700 0.9056 -1.9488
H -3.9922 2.7486 1.1995
*
```

These are the Mulliken partial charges, in e, on atoms 1 to 2: C -0.222; C 0.060

# C17H30NO5

A cluster of 2 separate species, C17H30NO5 in total in a non-equilibrium geometry (wB97M-V/def2-TZVPD, the OMol25 dataset).

Output
HOMO energy   -0.8 eV
LUMO energy   1.79 eV

Structure (ORCA input):
```
! wB97M-V def2-TZVPD RIJCOSX def2/J DEFGRID3
* xyz -1 1
C 3.5659 -2.6741 -0.8278
O 3.7067 -2.0709 -2.0974
C 2.4607 -1.6421 -2.6486
C 2.5288 -0.1759 -3.1103
C 3.0403 0.7685 -1.9883
C 1.9490 1.7709 -1.4995
C 2.1775 2.2294 -0.0308
C 1.0243 1.8357 0.9494
C 1.2417 0.5065 1.7076
C 0.6857 -0.7792 1.0795
C -0.5460 -0.5451 0.2583
C -1.0951 -1.6693 -0.6662
C -2.6598 -1.6857 -0.4306
C -2.7863 -0.5572 0.5776
C -4.1112 -0.1038 1.1197
C -4.2396 1.3861 0.5912
C -5.3062 1.5557 -0.5377
O -3.7631 1.5849 -0.6979
N -1.7038 0.0243 0.9733
H 4.4601 -3.2938 -0.6730
H 2.6965 -3.3437 -0.7536
H 3.5441 -1.9480 -0.0014
H 2.2011 -2.2779 -3.5113
H 1.6797 -1.7756 -1.8856
H 1.5046 0.1048 -3.3998
H 3.1555 -0.1249 -4.0082
H 3.4471 0.1781 -1.1601
H 3.8675 1.3538 -2.4079
H 2.0856 2.6620 -2.1316
H 0.9382 1.4025 -1.7094
H 3.1402 1.8625 0.3400
H 2.1885 3.3281 -0.0331
H 1.0347 2.6247 1.7138
H 0.0601 1.9347 0.4339
H 0.8433 0.5682 2.7318
H 2.3316 0.3858 1.8024
H 0.3884 -1.4442 1.9111
H 1.4295 -1.3501 0.5111
H -0.3323 0.2409 -0.4833
H -0.9939 -1.2470 -1.6723
H -0.5354 -2.5933 -0.5189
H -2.8441 -2.5962 0.1573
H -3.3102 -1.4788 -1.2800
H -4.9612 -0.6270 0.6854
H -4.1340 -0.0261 2.2140
H -4.1562 2.1984 1.3134
H -5.3923 2.5347 -1.0082
H -5.3984 0.7288 -1.2425
H -1.6504 0.7789 1.6608
C -0.8885 0.3525 4.9519
O -1.7681 -0.2632 5.6138
O 0.2977 -0.1230 4.7245
O -1.0984 1.5146 4.3935
*
```

These are the Mulliken partial charges, in e, on atoms 1 to 2: C -0.621; O -0.400